[1]
18
Properties=species:S:1:pos:R:3:forces:R:3:lowdin_charge:R:1 method="wB97M-V/def2-TZVPD" e_tot_ha=-343.4287 total_charge=+1 smiles=C[NH2+][C@]1(O)C[C@H]1N relative_energy_kj_mol=355.8 multiplicity=1 homo_lumo_gap_ev=9.63
C -0.59504 0.81298 -0.97052 -2.504 -0.873 0.497 0.03
C -1.42204 0.52603 0.33298 1.836 -4.047 -4.210 -0.18
C -0.03298 -0.17758 -0.03869 -2.735 -0.888 -0.692 -0.46
C 2.44649 -0.30829 -0.06462 1.385 3.005 -0.379 0.02
N -2.50051 -0.40337 0.36288 0.522 -0.046 2.465 0.06
N 1.20463 0.16682 0.63063 1.701 -0.611 2.617 0.05
O -0.05411 -1.51146 -0.47634 0.739 0.580 0.781 0.04
H -1.04663 0.59766 -1.95872 0.604 -0.342 0.776 0.15
H -0.18725 1.74964 -0.91260 1.037 2.402 -0.116 0.08
H -1.49923 1.17158 1.08204 0.456 3.177 2.782 0.09
H 2.28835 -1.32492 -0.26580 0.466 -1.557 0.285 0.07
H 2.46673 0.18808 -1.10758 0.256 -0.473 1.850 0.14
H 3.31164 0.05349 0.67095 -1.530 -1.302 -2.117 0.16
H -2.95783 -0.30035 1.30084 0.260 -0.540 -1.611 0.13
H -3.14962 -0.41083 -0.37051 -1.003 0.385 -1.057 0.07
H 1.32407 1.16331 0.74994 -0.536 0.628 -0.450 0.17
H 1.35709 -0.12745 1.66901 -1.185 -0.178 -2.054 0.24
H -0.95375 -1.86533 -0.63389 0.231 0.679 0.636 0.13

***

[2]
18
Properties=species:S:1:pos:R:3:forces:R:3:lowdin_charge:R:1 method="wB97M-V/def2-TZVPD" e_tot_ha=-343.4482 total_charge=+1 smiles=C[N@H+]1CN[C@@]1(C)O relative_energy_kj_mol=304.4 multiplicity=1 homo_lumo_gap_ev=11.25
C 0.60696 0.82920 -1.12622 0.010 -0.758 -2.830 -0.11
C -0.88474 0.06365 0.19206 -0.695 0.642 0.111 -0.50
C -1.07579 0.90829 1.44925 -1.524 0.655 -1.567 0.04
C 1.08403 -1.53496 -0.33616 -2.967 -3.437 1.471 -0.02
N -0.85808 0.63160 -1.20715 -0.022 0.745 1.216 0.08
N 0.66685 -0.18955 -0.01550 2.962 1.578 1.610 -0.06
O -1.65509 -1.02012 0.40505 0.236 0.786 0.940 0.11
H 1.07489 0.51773 -2.15882 -0.403 0.457 2.272 0.17
H 1.06521 1.77029 -0.77001 -0.592 -0.255 -0.160 0.14
H -2.04764 1.42382 1.37950 0.524 0.421 -0.538 0.12
H -0.27739 1.58604 1.63078 0.497 0.671 0.246 0.08
H -1.33802 0.30930 2.27442 0.631 -1.190 1.085 0.08
H 0.93803 -2.30690 0.56953 -0.587 1.997 -1.725 0.17
H 0.51309 -1.88891 -1.21497 0.304 0.122 0.502 0.12
H 2.07707 -1.76077 -0.46819 2.671 0.805 -0.836 0.07
H -1.51385 1.38321 -1.57837 1.199 -1.262 1.165 0.17
H 1.36526 0.20252 0.74541 -2.220 -1.012 -1.408 0.24
H -1.61673 -1.67129 -0.26550 -0.025 -0.967 -1.553 0.10

***

[3]
18
Properties=species:S:1:pos:R:3:forces:R:3:lowdin_charge:R:1 method="wB97M-V/def2-TZVPD" e_tot_ha=-343.3875 total_charge=+1 smiles=CN(C)[C@@H]1O[C@H]1[NH3+] relative_energy_kj_mol=463.7 multiplicity=1 homo_lumo_gap_ev=8.53
C -0.55573 0.41234 0.29964 -1.181 0.339 -2.578 -0.28
C -1.15820 -0.79759 -0.44034 -2.131 2.757 1.761 -0.17
C 1.68822 -0.50531 1.00435 0.241 0.597 -2.620 0.00
C 1.45497 1.71563 -0.19304 -0.201 -1.680 0.213 -0.04
N 0.80212 0.55932 0.40698 -0.497 -0.153 2.213 -0.20
N -2.49141 -0.68344 -1.21577 0.077 0.160 5.182 0.27
O -1.30351 -0.57439 0.95161 0.350 -0.801 -0.287 0.07
H -1.18471 1.27561 -0.02103 0.993 0.136 0.925 0.17
H -0.49032 -1.45066 -0.82210 1.539 -2.735 -0.987 0.12
H 1.93070 -0.50153 2.05525 -0.070 1.038 0.464 0.08
H 1.16271 -1.48993 0.91427 0.913 0.592 -0.641 0.09
H 2.64804 -0.28538 0.36309 -1.545 -1.540 1.413 0.13
H 2.15105 2.10833 0.51605 1.154 0.018 -0.218 0.10
H 1.71096 1.42109 -1.19237 1.673 -0.168 -0.390 0.09
H 0.86147 2.52502 -0.44747 -2.151 1.509 0.272 0.06
H -2.81175 0.26344 -0.98218 -0.062 0.029 -0.887 0.17
H -3.24872 -1.29585 -0.80890 1.039 0.183 -0.840 0.21
H -2.23985 -0.85671 -2.12811 -0.140 -0.281 -2.996 0.13